1.
15
Properties=species:S:1:pos:R:3:forces:R:3 method="wB97M-V/def2-TZVPD" charge=+1 energy_ev=-9749.79298 gap_ev=12.18 spin_multiplicity=1 lumo_energy_ha=-0.111
N -2.716221 -0.612530 0.000481 0.875 0.639 -0.356
C -1.613650 0.093556 -0.045611 0.882 0.950 0.621
O -1.518913 1.328062 -0.073723 -0.473 -0.406 -0.757
N -0.380106 -0.600286 -0.047247 -0.249 -0.357 0.133
N 0.599005 0.382261 0.068725 0.145 -1.039 -1.206
C 1.822965 0.271477 -0.730158 0.063 -3.028 -2.011
C 1.869588 0.160980 0.740997 1.120 0.695 -0.470
H -2.623453 -1.501536 0.392223 -0.728 -1.623 0.220
H -3.550303 -0.147961 -0.247706 -1.153 0.119 0.168
H -0.177537 -1.443872 0.481788 -0.462 0.153 -0.082
H -0.059849 1.262310 -0.058845 0.342 0.201 0.814
H 2.028169 1.117568 -1.292504 0.677 1.968 -0.250
H 1.995878 -0.606359 -1.471835 -0.829 1.047 1.964
H 2.151525 -0.824942 1.166658 -0.647 1.010 0.004
H 2.172908 1.121278 1.116760 0.438 -0.331 1.208

=====

2.
19
Properties=species:S:1:pos:R:3:forces:R:3 method="wB97M-V/def2-TZVPD" charge=+1 energy_ev=-26722.36605 gap_ev="10.73 / 7.40" spin_multiplicity=1 lumo_energy_ha="-0.137 / -0.217"
C -0.749980 -0.897689 0.262458 -0.110 0.318 -0.152
C -0.698157 0.944832 -1.223608 -0.585 0.646 -0.552
C 1.378419 0.186517 -0.157150 0.671 0.052 0.281
N -4.462107 -0.427352 -1.004272 -0.695 3.880 -1.136
N -0.062184 0.015664 -0.307863 0.054 -0.378 -0.004
N -0.617247 -1.728011 1.237198 0.135 -0.387 0.517
O -3.230978 -2.708344 0.662781 -0.162 -0.055 0.395
O -4.428819 -3.459124 -1.351870 -0.366 -0.176 -0.216
O -5.154233 -1.269757 -0.228232 0.126 -2.012 0.673
O -3.346970 -1.124673 -1.278778 0.073 -1.945 0.362
S -4.023150 -2.448811 -0.476812 0.816 0.179 -0.151
H -1.728449 0.643325 -1.407876 0.181 0.044 0.054
H -0.690632 1.951365 -0.798777 0.049 -0.115 0.015
H -0.155943 0.963387 -2.172221 -0.015 -0.105 0.148
H 1.576293 1.140685 0.336695 -0.037 -0.093 -0.006
H 1.809176 -0.623381 0.427421 -0.057 0.004 0.004
H 1.851093 0.199207 -1.139892 -0.135 -0.046 0.029
H -1.345250 -2.430965 1.354789 0.174 0.091 -0.014
H 0.076150 -1.644480 1.981914 -0.115 0.097 -0.247

=====

3.
15
Properties=species:S:1:pos:R:3:forces:R:3 method="wB97M-V/def2-TZVPD" charge=+1 energy_ev=-18536.78369 gap_ev=8.51 spin_multiplicity=1 lumo_energy_ha=-0.189
H -2.100247 -1.000240 0.944614 0.435 -0.622 -0.385
N -1.841853 -0.047487 0.675891 -0.464 0.445 0.936
N -0.787463 0.092844 0.113748 -0.680 0.351 -3.337
C -0.379463 1.492862 -0.285470 0.057 1.354 3.688
C 1.141315 1.540739 0.091600 0.363 -0.236 -0.501
S 1.536728 -0.251933 0.566726 2.150 1.614 0.513
C 0.322648 -1.027072 -0.426877 0.578 0.458 0.877
N 0.126371 -2.286722 0.017796 -3.020 -1.345 -1.784
H -1.015725 2.188874 0.403058 1.245 -1.308 -1.124
H -0.622949 1.829234 -1.270438 -0.117 -0.772 -0.924
H 1.793965 1.933530 -0.754754 -0.848 -0.742 1.130
H 1.365577 2.120331 1.022818 -0.399 -0.478 -0.917
H 0.570786 -0.965280 -1.504031 -1.280 0.601 0.294
H -0.632163 -2.870055 -0.370020 0.881 0.659 -0.207
H 0.522478 -2.749623 0.775346 1.099 0.021 1.740

=====

4.
15
Properties=species:S:1:pos:R:3:forces:R:3 method="wB97M-V/def2-TZVPD" charge=+1 energy_ev=-18536.75805 gap_ev=10.76 spin_multiplicity=1 lumo_energy_ha=-0.128
H -0.588263 0.233988 3.713667 1.063 0.241 2.760
N -0.935489 0.097625 2.829841 -0.603 -0.824 -2.614
C -0.135188 -0.084375 1.910011 -2.431 1.217 -3.384
N -0.842000 -0.189305 0.415670 1.638 -0.752 2.616
N 0.004961 0.291563 -0.617045 0.646 -0.268 2.213
C -0.442523 -0.208840 -1.917199 -0.561 0.462 -1.107
C 1.389637 -0.182177 -0.181161 -1.440 -1.250 -0.041
S 1.549009 0.140794 1.583574 0.709 0.117 0.205
H -1.715924 0.283681 0.410731 -0.867 0.599 0.230
H 0.143205 1.277039 -0.632373 -0.620 1.559 0.013
H -1.024416 -1.141981 -1.685904 1.450 0.324 -0.678
H -1.270389 0.475856 -2.309009 1.543 -0.571 0.316
H 0.538195 -0.170835 -2.508820 -2.020 -0.689 0.018
H 1.212029 -1.289012 -0.313683 1.464 1.039 -0.400
H 2.117156 0.465978 -0.698300 0.030 -1.204 -0.147

=====

5.
15
Properties=species:S:1:pos:R:3:forces:R:3 method="wB97M-V/def2-TZVPD" charge=0 energy_ev=-9196.31374 gap_ev=9.25 spin_multiplicity=1 lumo_energy_ha=0.024
C 0.034202 -0.258560 -0.975939 0.699 1.219 -0.157
C -0.092593 -1.060367 0.069924 1.597 1.600 0.929
C 0.873089 -1.051810 1.308472 -1.517 0.158 -2.106
N -3.186185 -1.022346 1.147381 0.428 1.457 -1.040
N -2.928294 -0.227337 0.363995 -0.480 -0.142 0.714
N -2.513370 0.341271 -0.647241 -0.623 -1.280 -0.959
N -2.395210 1.708197 -0.794643 1.202 2.405 0.934
H 0.742327 0.579112 -0.953398 0.379 -0.548 0.068
H -0.601553 -0.157713 -1.854886 -0.016 -0.751 0.411
H -0.921615 -1.672930 0.155868 -1.287 -1.637 -0.121
H 1.581991 -1.802928 0.944342 0.533 0.323 0.988
H 0.332725 -1.354905 2.212041 0.336 -0.049 -0.224
H 1.247906 -0.022048 1.404675 0.399 -0.630 0.111
H -1.492684 2.095356 -0.345780 -1.750 -1.036 -1.059
H -2.435570 2.011334 -1.799718 0.102 -1.088 1.512

=====

6.
15
Properties=species:S:1:pos:R:3:forces:R:3 method="wB97M-V/def2-TZVPD" charge=+2 energy_ev=-9179.41389 gap_ev="7.78 / 7.78" spin_multiplicity=1 lumo_energy_ha="-0.327 / -0.327"
C -0.133112 0.599375 0.821085 -0.290 1.070 0.955
C 1.594251 -1.152463 0.999446 -1.015 1.407 0.458
C -0.686912 -0.349680 -1.302736 -0.498 0.233 -0.480
N 0.811053 -0.276251 1.098030 0.794 -1.169 -0.606
N -0.782867 0.564055 -0.372182 0.134 -0.545 -0.366
N 2.475533 -2.052642 1.037625 0.894 -1.046 -0.024
N -1.644200 1.704611 -0.616193 -0.301 0.433 -0.209
H -0.415719 1.295230 1.589521 -0.259 0.208 -0.095
H -1.178877 -0.236219 -2.252432 -0.107 0.204 -0.124
H -0.136436 -1.255436 -1.124399 0.112 0.024 0.274
H 3.448425 -1.869886 0.790839 -0.153 0.056 -0.029
H 2.262308 -2.986874 1.384576 -0.015 0.076 -0.028
H -1.128452 2.602507 -0.493742 0.051 -0.471 -0.027
H -2.463215 1.730041 0.026983 0.378 -0.330 -0.066
H -2.021780 1.683632 -1.586420 0.274 -0.151 0.369

=====

7.
16
Properties=species:S:1:pos:R:3:forces:R:3 method="wB97M-V/def2-TZVPD" charge=0 energy_ev=-11247.13980 gap_ev=8.90 spin_multiplicity=1 lumo_energy_ha=0.022
H -2.086160 1.259419 1.896562 0.710 -0.140 0.140
N -1.129301 0.918337 1.728762 0.232 -0.509 -1.218
C -1.128656 0.513836 0.496660 0.810 0.369 2.321
N -2.283100 0.590993 -0.226262 -1.404 -0.053 -2.018
N -0.027983 -0.027866 -0.163503 -0.220 0.126 -0.487
N -0.221864 -0.300004 -1.555923 0.921 -0.086 0.635
C 1.233180 -0.231547 0.406956 1.713 0.126 1.799
C 2.297615 -0.804724 -0.169857 -0.268 -0.147 -0.682
O 1.418254 0.193861 1.713765 -1.132 -0.212 -1.590
H -1.991462 0.793865 -1.184161 -0.395 0.163 0.017
H -2.635323 -0.355368 -0.351661 -0.344 -0.033 0.240
H 0.034705 -1.274820 -1.723179 -0.143 0.173 0.129
H 0.461144 0.259023 -2.073671 -0.120 -0.092 0.177
H 2.290883 -1.193872 -1.178051 -0.080 0.073 0.026
H 3.221972 -0.905100 0.391032 -0.355 0.118 -0.013
H 0.546097 0.563967 1.992529 0.076 0.122 0.525

=====

8.
16
Properties=species:S:1:pos:R:3:forces:R:3 method="wB97M-V/def2-TZVPD" charge=0 energy_ev=-11246.48272 gap_ev=9.95 spin_multiplicity=1 lumo_energy_ha=0.027
H -2.790389 -1.344734 0.627815 0.722 -0.181 -0.750
N -1.843055 -1.608156 0.289853 -0.262 0.374 0.923
C -1.094369 -0.591363 0.109674 -0.309 0.528 -0.243
N -1.570721 0.743276 0.162583 1.814 -0.751 0.466
O -0.962473 1.696284 -0.698698 -0.640 -0.055 0.710
N 0.238780 -0.808955 -0.273203 -1.528 -1.110 -0.917
C 1.440867 -0.239081 0.022310 1.379 1.795 0.279
C 1.437582 1.036175 0.900348 -1.577 -1.714 0.277
N 2.468170 -0.754340 -0.536497 -1.594 -1.055 0.008
H 3.353629 -0.479989 -0.194213 0.781 0.952 0.382
H -2.565033 0.750028 0.127632 -0.654 0.420 -0.492
H -0.547123 1.197714 -1.403305 0.022 -0.368 -0.528
H 0.334170 -1.747870 -0.666194 0.043 0.413 0.196
H 2.370199 1.006298 1.436871 0.521 0.800 -0.185
H 0.650284 0.912465 1.691705 0.520 0.254 -0.731
H 1.137350 1.898648 0.276130 0.762 -0.300 0.604

=====

9.
16
Properties=species:S:1:pos:R:3:forces:R:3 method="wB97M-V/def2-TZVPD" charge=0 energy_ev=-11239.41586 gap_ev=8.23 spin_multiplicity=1 lumo_energy_ha=-0.010
C 0.330211 2.636567 0.539880 2.002 2.899 3.117
C 0.153046 -0.413084 0.782099 1.596 -5.575 -4.665
C -1.001214 -1.822646 -0.915471 0.561 1.103 -1.024
H 0.061533 2.704866 1.826906 0.009 -0.359 -4.112
H 1.323333 3.379659 0.507354 -3.756 0.021 0.053
H -0.574954 2.724259 -0.240415 2.111 0.195 1.933
H 2.017183 2.029428 -0.339083 -2.268 -2.909 1.637
H 0.234238 0.360538 -1.283187 1.029 0.922 3.389
H 0.684777 -0.523649 1.827217 -1.291 1.151 -2.216
H -0.948995 -0.902256 -1.812086 -0.700 -3.089 2.386
H -0.531097 -3.589637 0.177516 -4.622 -2.401 -0.425
N 1.224578 1.520022 0.308817 2.921 4.818 -1.885
N 0.589684 0.508817 -0.226821 -2.666 -5.283 -0.267
N -0.296919 -1.645028 0.293330 -0.417 3.167 2.007
N -1.633720 -2.925759 -1.192639 -0.489 0.482 -0.385
O -1.631682 -4.042096 -0.253419 5.981 4.857 0.457

=====

10.
16
Properties=species:S:1:pos:R:3:forces:R:3 method="wB97M-V/def2-TZVPD" charge=0 energy_ev=-11247.07853 gap_ev=10.14 spin_multiplicity=1 lumo_energy_ha=0.036
N -2.184096 2.111900 -0.131562 0.193 -0.631 -1.095
N -0.978638 1.509290 0.152677 0.936 -0.342 -0.478
C -0.290302 1.035208 -0.824683 -1.234 0.578 0.872
C 1.037917 0.398323 -0.592436 0.501 0.727 0.211
C 0.886248 -1.109850 -0.412642 0.193 0.186 0.222
O 0.999609 -1.907738 -1.320907 -0.009 0.114 -0.095
N 0.573320 -1.513036 0.850473 0.084 -0.622 0.071
N 0.288373 -0.717672 1.967819 0.275 0.624 -0.161
H -2.781490 2.075734 0.676752 -0.134 -0.097 0.014
H -2.597865 1.664220 -0.966693 -0.160 0.559 0.694
H -0.693682 1.070382 -1.835309 0.000 -0.056 -0.197
H 1.480089 0.912739 0.275233 -0.118 -0.498 -0.088
H 1.696485 0.636304 -1.432993 -0.143 -0.468 -0.004
H 0.351676 -2.492687 0.965642 0.087 0.127 -0.129
H 1.158605 -0.320966 2.356064 -0.627 -0.251 -0.341
H -0.306590 0.040721 1.631274 0.156 0.052 0.503

=====

11.
16
Properties=species:S:1:pos:R:3:forces:R:3 method="wB97M-V/def2-TZVPD" charge=0 energy_ev=-11245.92592 gap_ev=8.96 spin_multiplicity=1 lumo_energy_ha=0.032
C 0.214235 0.447288 1.307033 -2.371 -3.166 -1.989
N 0.177421 0.339540 -0.180822 0.798 1.172 -2.041
C -0.776817 -0.899538 0.900958 0.821 1.484 4.948
N 1.320315 -0.264586 -0.756422 -0.045 0.461 0.199
N -0.123501 -2.096084 0.959603 0.052 0.324 -0.651
C -0.555463 1.267107 -0.926490 0.710 -0.072 0.162
N -0.121824 1.631294 -2.056724 -0.006 0.151 -0.218
O -1.980108 -0.766996 0.926103 -0.072 0.026 -0.772
H 1.034702 -0.657937 -1.653148 0.023 0.138 0.200
H 1.989748 0.477097 -0.964177 -0.012 -0.054 -0.163
H -0.695034 -2.894721 1.186774 0.320 -0.016 -0.349
H 0.881823 -2.083759 0.923643 -0.179 -0.411 0.147
H -0.714655 2.321534 -2.506305 -0.217 -0.189 0.050
H -0.417840 1.274734 1.620388 0.416 -0.087 0.285
H 1.244151 0.338794 1.642529 -0.332 0.144 0.256
H -1.477155 1.566231 -0.422942 0.095 0.095 -0.064

=====

12.
16
Properties=species:S:1:pos:R:3:forces:R:3 method="wB97M-V/def2-TZVPD" charge=0 energy_ev=-11244.72462 gap_ev=9.69 spin_multiplicity=1 lumo_energy_ha=0.021
H -0.688539 -2.349520 -1.372682 1.606 0.386 -2.026
N -0.064623 -2.166231 -2.254133 -2.608 -1.332 4.046
C 0.545241 -1.068185 -2.156357 -2.050 0.234 1.579
N 1.278995 -0.782629 -3.213761 1.357 -1.295 -1.808
O 0.438824 0.007494 -1.232191 0.591 -1.156 -0.985
N -0.121689 -0.350545 -0.007275 -2.085 4.469 1.684
C -0.536943 0.782024 0.628410 3.121 -1.318 -0.167
C -0.845294 0.786877 2.105925 -4.721 -2.431 -1.443
N 0.260483 1.327172 2.783542 1.981 -1.913 3.856
H 1.305811 0.162855 -3.452575 0.269 1.442 -0.936
H 0.990001 -1.546279 -3.886406 0.958 1.910 0.426
H -0.218236 1.912317 0.577804 -0.379 -2.115 -1.943
H -1.217647 -0.243315 2.402237 0.705 0.868 0.003
H -1.846147 1.407593 2.211728 2.144 -0.683 -0.020
H 0.876369 0.455983 3.191867 -1.682 2.755 -1.650
H -0.156606 1.664389 3.673867 0.792 0.178 -0.615

=====

Computed values of energy above the lowest of the compared OMol25 structures with the same formula, charge and spin (unit: kcal/mol) for the preceding records, in sequence: 61.6; 25.9; 62.8; 63.4; 122.7; 64.1; 57.3; 72.4; 235.4; 58.7; 85.3; 113.0.